Entry 1:
{
  "formula": "C24H56Al2N8O12P",
  "method": "ωB97M-V/def2-TZVPD",
  "charge": 3,
  "lumo_ev": -12.580,
  "homo_lumo_gap_ev": 1.024,
  "max_force_ha_per_bohr": 0.1226,
  "homo_ev": -13.604,
  "species": ["Al", "Al", "P", "O", "O", "O", "O", "C", "O", "N", "C", "C", "H", "H", "H", "H", "H", "H", "H", "C", "O", "N", "C", "C", "H", "H", "H", "H", "H", "H", "H", "C", "O", "N", "C", "C", "H", "H", "H", "H", "H", "H", "H", "C", "O", "N", "C", "C", "H", "H", "H", "H", "H", "H", "H", "C", "O", "N", "C", "C", "H", "H", "H", "H", "H", "H", "H", "C", "O", "N", "C", "C", "H", "H", "H", "H", "H", "H", "H", "C", "O", "N", "C", "C", "H", "H", "H", "H", "H", "H", "H", "C", "O", "N", "C", "C", "H", "H", "H", "H", "H", "H", "H"],
  "xyz": [[0.9657, -5.8030, -2.6953], [-6.2673, -3.2813, -1.2053], [-1.2831, -1.8088, 0.0928], [0.2771, -1.8281, 0.3347], [-1.5062, -1.9015, -1.4661], [-2.4554, -0.8786, 0.6883], [-1.7135, -3.3093, 0.4593], [3.2666, -5.7981, 4.5163], [3.5776, -6.4686, 3.5111], [3.8856, -5.9124, 5.7231], [3.4920, -5.0441, 6.8475], [4.9478, -6.9058, 5.8785], [2.5333, -4.9771, 4.5383], [4.1914, -5.2477, 7.6584], [2.4783, -5.3153, 7.1421], [3.6938, -3.9980, 6.6173], [5.4512, -7.2121, 4.9615], [5.8229, -6.5170, 6.3991], [4.6391, -7.8047, 6.4122], [2.5349, 0.2599, -6.9641], [2.5677, -0.8852, -6.5478], [3.5128, 0.8090, -7.6505], [3.5046, 2.2706, -7.9664], [4.8000, 0.0138, -7.8272], [1.7644, 1.0264, -6.7879], [2.4925, 2.6460, -8.1173], [4.0456, 2.4499, -8.8955], [4.1289, 2.9051, -7.3373], [4.6776, -1.0625, -7.7067], [5.1953, 0.3175, -8.7966], [5.5379, 0.1878, -7.0440], [-2.9040, -4.3771, 6.8256], [-2.6306, -5.5235, 7.2469], [-2.8010, -3.3648, 7.7199], [-2.8833, -1.9733, 7.2200], [-2.5362, -3.3765, 9.1863], [-3.0201, -4.1567, 5.7531], [-3.8193, -1.6071, 7.6417], [-2.8839, -1.9411, 6.1305], [-1.9981, -1.3879, 7.4689], [-3.4386, -3.1159, 9.7394], [-2.0471, -4.2915, 9.5205], [-1.9068, -2.5253, 9.4458], [-6.8380, 5.9471, 5.0331], [-6.7353, 6.8978, 5.8124], [-5.9117, 5.2094, 4.5803], [-6.1918, 4.1356, 3.5880], [-4.5133, 5.3453, 4.9732], [-7.8180, 5.6635, 4.6190], [-5.3071, 3.9748, 2.9719], [-7.0450, 4.3585, 2.9473], [-6.5296, 3.1850, 4.0007], [-4.2407, 4.4673, 5.5588], [-3.7823, 5.5170, 4.1831], [-4.4380, 6.1107, 5.7455], [7.2811, -3.2819, -0.4066], [6.8779, -3.6819, -1.4792], [8.6220, -3.3914, -0.0590], [9.0408, -3.1336, 1.3046], [9.6059, -3.8962, -0.9912], [6.6657, -2.8032, 0.3708], [10.0431, -2.7363, 1.4648], [8.8514, -3.9085, 2.0474], [8.4182, -2.4059, 1.8250], [10.6069, -3.4654, -1.0155], [9.7448, -4.9683, -0.8515], [9.3341, -3.8709, -2.0465], [1.3162, 4.3259, 2.2933], [1.0479, 5.3542, 1.6830], [1.7748, 4.2209, 3.5575], [1.7140, 2.9007, 4.2116], [1.9575, 5.3459, 4.4785], [1.2512, 3.3504, 1.7868], [2.7153, 2.7638, 4.6198], [1.4014, 2.1256, 3.5118], [0.9721, 2.9161, 5.0100], [0.9735, 5.4259, 4.9405], [2.8389, 5.2822, 5.1166], [2.1115, 6.2254, 3.8533], [-4.0283, 3.2716, -3.9950], [-5.1316, 2.7372, -4.0849], [-3.6525, 4.2998, -4.7526], [-2.3405, 4.8255, -4.5314], [-4.4970, 4.9353, -5.7512], [-3.2579, 2.9363, -3.2835], [-1.5606, 4.4084, -5.1685], [-2.0701, 4.5917, -3.5017], [-2.2631, 5.9121, -4.5696], [-5.5563, 4.9076, -5.4957], [-4.1813, 5.9782, -5.7758], [-4.2889, 4.4913, -6.7246], [-4.8932, -1.6520, -8.0682], [-5.8769, -2.0141, -7.4172], [-5.0636, -0.7505, -9.0805], [-3.9981, -0.1704, -9.8155], [-6.3229, -0.0604, -9.3546], [-3.8150, -1.8583, -7.9843], [-4.2151, -0.0116, -10.8718], [-3.0647, -0.7213, -9.6997], [-3.7303, 0.8415, -9.5115], [-7.1120, -0.6253, -8.8583], [-6.3409, 1.0149, -9.1768], [-6.4445, -0.0791, -10.4376]],
  "forces_ev_per_angstrom": [[0.05, 0.20, 0.13], [0.14, 0.14, 0.02], [-1.12, -0.60, 0.28], [-3.28, 0.90, 0.25], [-0.14, -0.44, 1.62], [3.82, -1.78, -1.21], [0.53, 1.59, -1.14], [1.22, -0.83, -1.18], [-0.94, 1.35, 1.82], [0.54, -0.40, -0.40], [1.02, -0.91, -0.26], [0.97, 0.00, 0.15], [-0.19, -0.24, -0.34], [-0.28, -0.25, 0.11], [-0.02, 0.55, 0.14], [-0.65, 0.09, -0.22], [-0.97, 0.07, -0.46], [-0.38, 0.50, 0.62], [-0.31, 0.05, 0.01], [-0.44, -0.14, 0.78], [-0.67, -0.01, 0.20], [3.05, 0.87, -0.85], [0.80, -0.87, -0.82], [-0.77, 0.85, -0.01], [-0.61, -0.51, 0.22], [0.10, -0.11, 0.39], [-0.29, -0.52, -0.48], [-0.45, -0.27, 0.96], [-0.78, 0.19, -0.60], [0.15, -0.33, 0.12], [-0.08, 0.84, 0.11], [2.18, -2.96, 2.63], [-1.03, 1.44, -1.44], [0.29, 2.73, -0.34], [-0.26, -1.01, -0.27], [0.07, -0.27, -0.75], [-0.36, 0.31, 0.39], [0.20, 0.79, -0.16], [-0.48, -0.25, 0.00], [-0.18, -0.03, 0.63], [-0.38, -0.65, -0.07], [-0.45, -0.02, -0.14], [0.41, -0.08, -0.46], [-3.98, 3.39, 1.78], [0.32, -0.83, -0.43], [4.25, -3.66, -2.87], [-0.35, 0.38, 0.09], [-0.23, 0.05, 1.61], [-0.19, 0.10, 0.13], [-0.09, 0.05, 0.13], [0.16, 0.71, -0.08], [0.52, -0.08, 0.71], [0.18, -0.48, -0.37], [-0.46, -0.04, -0.27], [-0.15, 0.43, -0.44], [1.18, -0.46, -0.57], [-0.32, 0.32, 0.44], [0.30, 0.64, 0.47], [-0.61, 0.81, 1.20], [0.19, -1.12, -1.14], [0.03, -0.13, -0.07], [0.13, -0.40, -0.70], [0.47, -1.11, -0.53], [-0.42, 0.69, -0.74], [-0.21, 0.51, 0.97], [0.12, -0.25, 0.42], [-0.86, 0.47, 0.24], [-0.09, 0.75, -1.37], [0.31, -0.52, 0.87], [0.14, -1.01, 1.11], [0.31, 0.91, -0.45], [-0.59, 0.40, -1.81], [-0.16, -0.05, 0.17], [-0.15, -0.62, 0.18], [0.39, 0.07, -0.05], [0.06, 0.12, 0.21], [0.36, 0.42, 0.86], [-0.39, -0.58, 0.21], [-0.18, 0.10, 0.06], [-1.72, -1.13, 0.09], [0.77, 0.16, 0.18], [0.34, 0.98, -0.33], [0.92, 0.33, 0.91], [0.33, 0.26, 0.21], [-0.10, 0.01, -0.02], [-0.10, -0.08, -0.31], [0.22, -0.14, -0.03], [-0.43, 0.01, -0.37], [0.18, -0.39, 0.00], [-0.12, 0.01, -0.19], [-0.29, -0.01, -0.14], [-2.08, 1.16, -0.37], [2.00, -0.28, -0.14], [-0.42, 1.35, -0.26], [1.69, 0.31, -0.25], [-0.26, -1.20, -0.45], [-0.25, -0.74, 0.53], [-0.24, -0.63, -0.11], [-0.12, -0.31, -0.17], [-0.29, 0.31, 0.58], [-0.09, 0.47, -0.08], [0.35, -0.04, 0.87], [-0.31, -0.41, -0.13]],
  "mulliken_charge": [0.999, 0.999, 0.953, -0.504, -0.401, -0.561, -0.397, 0.111, -0.583, 0.102, -0.908, -0.936, 0.369, 0.352, 0.339, 0.340, 0.324, 0.371, 0.338, 0.224, -0.594, 0.067, -0.861, -0.838, 0.273, 0.334, 0.298, 0.337, 0.290, 0.303, 0.329, 0.262, -0.536, 0.096, -0.954, -0.812, 0.285, 0.349, 0.309, 0.331, 0.325, 0.318, 0.311, 0.190, -0.518, 0.109, -0.846, -0.936, 0.292, 0.303, 0.349, 0.317, 0.368, 0.327, 0.331, 0.157, -0.534, 0.142, -0.896, -0.893, 0.296, 0.323, 0.360, 0.322, 0.334, 0.365, 0.311, 0.181, -0.519, 0.077, -0.821, -0.859, 0.301, 0.298, 0.339, 0.292, 0.353, 0.306, 0.320, 0.186, -0.582, 0.128, -0.941, -0.818, 0.300, 0.301, 0.344, 0.354, 0.313, 0.325, 0.293, 0.299, -0.589, 0.060, -0.805, -0.890, 0.246, 0.287, 0.276, 0.353, 0.302, 0.318, 0.345]
}

=====

Entry 2:
{
  "formula": "C24H56BI2N3O8",
  "method": "ωB97M-V/def2-TZVPD",
  "charge": 0,
  "lumo_ev": -0.784,
  "homo_lumo_gap_ev": 7.808,
  "max_force_ha_per_bohr": 0.1077,
  "homo_ev": -8.592,
  "smiles": "C/C(I)=C(\\I)BOC[C@@H](C)O.COCCNCCOC.COCCNCCOC.COCCNCCOC",
  "species": ["C", "C", "I", "C", "I", "B", "O", "C", "C", "C", "O", "H", "H", "H", "H", "H", "H", "H", "H", "H", "H", "H", "C", "O", "C", "C", "N", "C", "C", "O", "C", "H", "H", "H", "H", "H", "H", "H", "H", "H", "H", "H", "H", "H", "H", "H", "C", "O", "C", "C", "N", "C", "C", "O", "C", "H", "H", "H", "H", "H", "H", "H", "H", "H", "H", "H", "H", "H", "H", "H", "C", "O", "C", "C", "N", "C", "C", "O", "C", "H", "H", "H", "H", "H", "H", "H", "H", "H", "H", "H", "H", "H", "H", "H"],
  "xyz": [[-4.8138, 1.3063, -7.7456], [-4.8844, 1.9273, -6.1948], [-6.7835, 1.9851, -5.0255], [-3.6182, 2.4883, -5.5734], [-1.6942, 2.4432, -6.7117], [-3.6708, 3.1666, -4.0405], [-3.6374, 4.6748, -4.0437], [-2.3986, 5.1679, -3.4197], [-1.3039, 5.7396, -4.5419], [-2.0307, 6.5734, -5.7739], [-0.2291, 6.5558, -3.8964], [-3.8622, 0.6453, -7.9254], [-5.8168, 0.8081, -8.0855], [-4.6660, 2.2736, -8.4358], [-3.7491, 2.5225, -3.0469], [-2.7012, 6.1253, -2.7821], [-1.9123, 4.3807, -2.6939], [-0.7453, 4.7826, -4.9738], [-2.6756, 7.4736, -5.3511], [-1.2097, 7.0099, -6.4889], [-2.7639, 5.9035, -6.3931], [0.2622, 5.8859, -3.3215], [-4.9257, 0.5918, -0.5716], [-4.4245, -0.5065, -1.3223], [-3.1599, -0.2327, -1.9375], [-2.0567, -1.0902, -1.2971], [-1.7701, -0.6484, 0.0724], [-0.9108, -1.5742, 0.8184], [-1.4791, -2.9760, 1.1194], [-2.5831, -2.9696, 2.0263], [-3.8475, -2.7570, 1.4120], [-5.9438, 0.3510, -0.2538], [-4.3190, 0.7596, 0.3211], [-4.9584, 1.5006, -1.1802], [-2.9066, 0.8342, -1.9094], [-3.2559, -0.5207, -2.9900], [-1.1460, -1.0135, -1.8996], [-2.3944, -2.1312, -1.3113], [-2.6470, -0.5481, 0.5788], [-0.6883, -1.0891, 1.7764], [0.0450, -1.6783, 0.2911], [-0.6871, -3.5421, 1.6233], [-1.7173, -3.5407, 0.2116], [-3.8932, -3.1581, 0.3960], [-4.0942, -1.6929, 1.4208], [-4.6068, -3.2634, 2.0158], [4.0034, -2.1000, 6.9630], [3.1315, -0.9875, 7.1154], [2.8715, -0.3077, 5.8813], [1.4024, -0.4913, 5.4687], [1.1372, -1.8735, 5.0541], [-0.2895, -2.1712, 4.8874], [-1.1740, -2.1125, 6.1495], [-0.8793, -3.1286, 7.1096], [0.1667, -2.7977, 8.0139], [4.2559, -2.4740, 7.9590], [3.5125, -2.9037, 6.4097], [4.9289, -1.8067, 6.4581], [3.5552, -0.6207, 5.0826], [3.0489, 0.7570, 6.0681], [1.1746, 0.1850, 4.6386], [0.7794, -0.2115, 6.3239], [1.5163, -2.5080, 5.7535], [-0.3501, -3.1883, 4.4819], [-0.7068, -1.5045, 4.1234], [-2.2049, -2.3009, 5.8281], [-1.1836, -1.1208, 6.6146], [0.2171, -1.7258, 8.2231], [1.1223, -3.1640, 7.6319], [-0.0207, -3.3230, 8.9555], [2.0861, 0.7407, -0.3622], [2.3093, -0.6536, -0.5278], [2.1781, -1.0832, -1.8882], [3.5413, -1.5263, -2.4430], [4.4366, -0.3787, -2.6278], [5.8237, -0.7589, -2.9165], [6.5953, -1.5048, -1.8089], [6.8538, -0.7110, -0.6496], [5.7993, -0.7017, 0.3040], [2.0697, 0.9583, 0.7092], [2.8939, 1.3187, -0.8166], [1.1241, 1.0376, -0.7909], [1.7158, -0.3172, -2.5230], [1.5090, -1.9505, -1.8786], [3.3926, -2.0272, -3.4049], [3.9680, -2.2479, -1.7393], [4.4299, 0.1867, -1.7817], [6.3628, 0.1712, -3.1334], [5.8467, -1.3554, -3.8363], [7.5801, -1.7579, -2.2184], [6.1311, -2.4593, -1.5382], [5.2381, -1.6398, 0.3181], [5.1348, 0.1455, 0.1197], [6.2395, -0.5497, 1.2943]],
  "forces_ev_per_angstrom": [[-0.41, 1.72, 0.08], [5.27, 0.89, 0.17], [1.92, -0.03, -1.10], [-5.11, -1.83, -1.09], [-1.80, 0.02, 1.02], [0.15, 3.04, -2.59], [1.87, -3.57, 0.59], [0.27, 2.18, 0.70], [-0.04, -1.33, -0.75], [0.10, 0.31, 0.62], [-1.12, -2.38, 0.35], [-2.04, 1.12, 0.70], [2.06, 0.79, 0.90], [-0.35, -2.14, 1.45], [0.15, 0.15, 0.03], [0.65, -2.06, -1.18], [-0.81, 1.40, -1.44], [-1.34, 2.00, 0.57], [1.45, -1.88, -0.74], [-1.54, -0.91, 1.48], [1.55, 1.06, 1.36], [-0.89, 1.48, -1.13], [-0.13, -0.34, -0.10], [0.22, 0.54, 0.06], [0.19, -0.73, -0.02], [-0.48, 0.54, 0.31], [-0.02, -0.17, -0.21], [-0.31, -0.03, 0.16], [0.38, 0.22, 0.41], [0.10, -0.08, -0.57], [-0.02, -0.03, 0.50], [0.15, -0.06, -0.10], [0.04, 0.21, 0.05], [0.03, 0.03, 0.08], [-0.06, -0.17, 0.22], [0.04, 0.05, 0.03], [0.01, 0.00, 0.05], [-0.03, -0.08, -0.25], [0.21, -0.01, -0.18], [0.04, -0.16, -0.08], [-0.09, -0.01, 0.00], [-0.08, 0.08, 0.01], [-0.19, 0.11, -0.03], [0.07, 0.12, -0.01], [-0.12, 0.01, -0.26], [0.16, -0.02, -0.03], [-0.17, 0.17, 0.29], [0.29, -0.19, -0.47], [-0.64, 0.27, 0.23], [0.57, -0.53, 0.10], [-0.07, 0.28, 0.13], [0.15, -0.27, 0.27], [-0.21, -0.38, -0.42], [0.09, 0.62, -0.06], [-0.20, -0.47, 0.04], [-0.10, 0.13, -0.09], [0.14, -0.10, -0.14], [-0.03, -0.08, -0.05], [-0.13, -0.16, 0.13], [-0.02, -0.05, -0.04], [-0.02, -0.05, 0.00], [0.04, 0.26, 0.06], [-0.08, 0.20, -0.18], [-0.14, 0.14, 0.07], [0.02, 0.00, 0.13], [0.12, -0.04, 0.02], [0.20, -0.03, 0.10], [0.06, -0.02, -0.12], [0.15, 0.22, 0.09], [-0.09, 0.06, -0.12], [0.03, -0.23, 0.23], [-0.17, 0.36, -0.41], [0.46, -0.53, 0.11], [-0.24, 0.66, 0.25], [-0.05, -0.29, 0.06], [-0.01, 0.24, 0.34], [0.34, 0.32, -0.32], [-0.36, -0.48, -0.20], [0.38, 0.29, 0.11], [0.00, -0.14, -0.12], [-0.05, 0.17, -0.10], [0.03, 0.04, 0.00], [0.18, 0.05, 0.14], [0.03, 0.01, -0.05], [0.04, 0.04, 0.02], [-0.16, -0.22, 0.02], [-0.03, -0.16, -0.22], [0.03, -0.18, 0.04], [-0.05, -0.04, 0.12], [-0.07, 0.07, 0.06], [-0.15, 0.10, 0.11], [-0.05, 0.07, -0.10], [-0.24, -0.14, 0.06], [0.05, -0.06, -0.15]],
  "mulliken_charge": [-0.870, 0.027, -0.012, 0.035, -0.012, 0.847, -0.539, -0.427, 0.379, -0.952, -0.536, 0.267, 0.281, 0.278, -0.307, 0.220, 0.252, 0.063, 0.271, 0.306, 0.222, 0.332, -0.513, -0.339, -0.858, 0.002, -0.274, 0.170, -0.849, -0.388, -0.605, 0.246, 0.294, 0.147, 0.240, 0.356, 0.193, 0.248, 0.070, 0.229, -0.181, 0.448, 0.407, 0.310, 0.193, 0.308, -0.703, -0.345, -0.785, -0.234, -0.203, -0.098, -0.764, -0.426, -0.531, 0.237, 0.300, 0.336, 0.391, 0.391, 0.378, 0.191, 0.077, 0.286, -0.008, 0.390, 0.368, 0.273, 0.167, 0.294, -0.771, -0.170, -0.829, -0.301, -0.338, -0.675, -0.476, -0.441, -0.477, 0.192, 0.390, 0.265, 0.447, 0.332, 0.427, 0.198, 0.085, 0.364, 0.396, 0.357, 0.339, 0.269, 0.148, 0.307]
}

=====

Q: Which formula does entry 1 have?
A: C24H56Al2N8O12P